Here is C35H28F3N3O3PdSSb as an isolated structure from OMol25. Energies are from wB97M-V/def2-TZVPD.

Computed properties:
**Kohn-Sham gap**: 0.2548 Eh
**E**: -76361.5954 eV
**Net charge**: +1
**E_HOMO**: -0.4010 hartree
**Energy relative to the best compared isomer or geometry (same formula, charge and spin)**: 149.7 kJ/mol

The geometry in XYZ format:
```
75
Properties=species:S:1:pos:R:3:forces:R:3:mulliken_charge:R:1
Pd -1.0114 0.6311 1.0210 0.082 -0.205 -0.209 0.094
O -0.6305 3.3127 2.6532 0.008 0.048 0.017 -0.686
S -1.8307 2.5610 2.9001 -0.113 -0.210 -0.048 1.616
O -2.7186 2.9751 3.9390 -0.030 0.009 -0.015 -0.724
N -1.5457 0.9468 2.9539 -0.029 0.226 -0.161 -0.229
C -0.5667 0.4063 3.7979 0.126 -0.182 0.097 -0.612
C -0.3244 0.7472 5.1027 -0.015 0.046 0.070 -0.332
C 0.6037 0.0019 5.8637 -0.032 0.066 0.069 -0.891
C 1.2458 -1.0905 5.3562 0.027 -0.077 -0.055 -1.064
C 1.0181 -1.4681 4.0109 -0.016 0.075 0.016 1.243
C 1.5992 -2.5873 3.3786 0.013 -0.053 -0.008 -0.921
C 1.2991 -2.8699 2.0740 0.036 -0.081 -0.021 -0.957
C 0.4756 -1.9953 1.3525 0.003 0.067 0.047 -0.760
N -0.0409 -0.9177 1.8992 -0.097 0.071 0.171 0.409
C 0.1553 -0.6739 3.2377 -0.043 0.031 -0.080 0.234
C -2.6984 2.3615 1.3483 0.034 0.085 0.116 0.158
C -2.0483 2.6671 0.1486 0.079 -0.067 0.115 -0.502
C -2.7342 2.4498 -1.0616 -0.060 -0.051 -0.096 -0.441
C -4.0083 1.9401 -1.0474 0.003 0.008 -0.014 -0.533
C -4.6495 1.6490 0.1675 0.013 0.008 0.015 -0.677
C -4.0054 1.8528 1.3629 -0.062 -0.024 -0.014 -0.649
H -0.8609 1.5685 5.5606 -0.003 -0.011 -0.020 0.593
H 0.7823 0.2979 6.8890 -0.008 -0.001 -0.013 0.416
H 1.9247 -1.6727 5.9653 -0.001 0.005 -0.016 0.471
H 2.2674 -3.2286 3.9409 -0.006 0.015 -0.005 0.466
H 1.7055 -3.7402 1.5781 -0.003 0.017 0.000 0.525
H 0.2375 -2.1678 0.3122 0.021 -0.053 -0.076 0.758
H -1.1121 3.2070 0.1943 0.050 0.028 0.014 0.840
H -2.2661 2.7020 -2.0047 0.041 0.017 0.026 0.410
H -4.5333 1.7785 -1.9796 0.010 0.001 0.016 0.426
H -5.6632 1.2698 0.1600 0.014 0.004 0.002 0.452
H -4.4799 1.6449 2.3132 0.001 0.008 -0.022 0.494
C -3.5628 -2.3299 0.8803 0.013 -0.081 -0.059 -1.065
C -2.8314 -2.2086 -0.4340 0.045 0.080 0.004 0.615
N -2.7450 -3.3343 -1.1777 -0.016 0.028 0.012 -0.401
O -2.3142 -1.1587 -0.8029 -0.030 -0.051 0.097 -0.222
H -4.5846 -2.6803 0.7273 0.015 0.010 -0.009 0.466
H -3.5793 -1.3594 1.3648 -0.005 0.063 0.044 -0.005
H -3.0597 -3.0492 1.5292 0.001 0.008 -0.006 0.356
H -3.2433 -4.1703 -0.9288 0.004 0.005 0.002 0.181
H -2.3173 -3.2767 -2.0880 0.014 0.003 -0.006 0.206
F 2.5539 5.0706 -4.7481 0.014 0.029 -0.021 -0.320
C 2.1054 4.0966 -3.9511 -0.023 -0.032 0.031 0.212
C 2.6891 2.8453 -4.0349 0.020 -0.007 -0.009 -0.754
C 2.2161 1.8414 -3.2080 -0.013 -0.047 -0.001 -0.448
C 1.1751 2.0817 -2.3094 0.007 -0.076 -0.047 0.564
C 0.6174 3.3540 -2.2509 -0.002 -0.015 0.039 -0.297
C 1.0775 4.3733 -3.0726 -0.001 0.021 -0.003 -0.771
Sb 0.5824 0.4481 -1.0886 -0.047 0.290 -0.083 2.447
C 2.4353 -0.0312 -0.1857 -0.064 -0.087 -0.059 0.733
C 3.3958 -0.8240 -0.8077 0.023 0.015 -0.006 -0.462
C 4.5804 -1.1396 -0.1570 0.003 -0.014 -0.004 -0.837
C 4.7805 -0.6472 1.1184 -0.038 0.005 -0.011 0.316
F 5.9130 -0.9586 1.7593 0.041 -0.011 0.017 -0.344
C 3.8540 0.1549 1.7599 -0.021 0.025 0.003 -0.820
C 2.6748 0.4579 1.0979 0.114 -0.011 -0.012 -0.824
C 0.3745 -1.0020 -2.6137 -0.001 -0.034 0.074 0.818
C -0.3276 -0.6397 -3.7613 -0.029 -0.042 0.007 -0.958
C -0.5974 -1.5716 -4.7516 -0.014 0.063 -0.005 -0.654
C -0.1511 -2.8677 -4.5766 0.047 0.000 0.056 0.213
F -0.4055 -3.7741 -5.5271 -0.017 -0.028 -0.034 -0.339
C 0.5613 -3.2592 -3.4582 -0.017 -0.031 -0.032 -0.807
C 0.8182 -2.3146 -2.4748 0.011 0.030 0.004 -0.531
H 3.4960 2.6756 -4.7352 -0.015 -0.001 0.012 0.483
H 2.6703 0.8584 -3.2722 -0.011 0.023 -0.010 0.271
H -0.1793 3.5810 -1.5586 -0.013 0.012 0.015 0.191
H 0.6565 5.3690 -3.0350 0.002 -0.017 0.001 0.499
H 3.2312 -1.2077 -1.8083 0.031 0.021 0.024 0.440
H 5.3404 -1.7540 -0.6211 -0.008 0.013 0.010 0.501
H 4.0619 0.5306 2.7532 0.003 -0.009 -0.013 0.513
H 1.9438 1.0834 1.5990 -0.017 0.026 0.001 0.440
H -0.6707 0.3795 -3.8972 0.001 0.001 0.002 0.414
H -1.1378 -1.3064 -5.6505 0.008 -0.007 0.008 0.475
H 0.9150 -4.2786 -3.3769 -0.009 0.016 -0.002 0.464
H 1.4014 -2.6169 -1.6135 -0.046 -0.010 0.052 0.415
```
Positions in Å, forces in eV/Å.